1.
{"formula": "C33H41InN10O2P", "method": "ωB97M-V/def2-TZVPD", "mol_weight_da": 755.6, "e_lumo_ev": 1.929, "spin_multiplicity": 1, "e_tot_ha": -2511.6333, "charge": -1, "symbols": ["H", "N", "N", "H", "In", "H", "H", "H", "N", "C", "C", "H", "C", "H", "H", "H", "C", "C", "N", "C", "H", "H", "N", "H", "H", "N", "H", "P", "C", "H", "C", "C", "C", "C", "C", "H", "C", "H", "C", "H", "C", "C", "H", "H", "C", "C", "O", "H", "C", "H", "H", "H", "H", "C", "H", "N", "H", "N", "C", "C", "H", "C", "C", "H", "H", "O", "H", "H", "C", "H", "C", "C", "H", "H", "H", "C", "N", "H", "C", "N", "H", "C", "H", "C", "C", "H", "H", "C"], "coordinates": [[-8.9885, -5.7151, 7.0475], [6.9466, 2.2857, -5.2631], [-2.6507, 0.2618, 2.0381], [6.4795, 8.9703, -3.2783], [-4.5318, -2.2322, -1.9398], [-1.0907, -1.8029, 4.1976], [-1.3955, 0.7833, -0.3968], [-9.3710, -5.3379, 4.6097], [-0.7998, -3.2741, 6.6549], [-8.3010, -5.1191, 6.4614], [-2.1538, -0.8496, 2.5911], [5.6724, 2.8924, -2.7229], [9.2204, 2.5097, -6.0103], [-4.1231, -3.3722, 7.2191], [-6.3589, 0.0188, -0.2329], [9.6636, 1.7497, -7.9708], [4.9236, 6.2550, -4.5566], [4.6519, 2.5369, -2.6696], [-1.2119, -1.6430, -0.9768], [-2.4594, 1.4059, 2.7031], [-2.4399, -1.6577, -3.7014], [4.3505, 8.3205, -4.4075], [-3.8918, -3.4435, -0.2786], [-0.2527, -1.3428, -0.7499], [-2.9283, 0.1344, -0.4279], [-2.1891, 0.5561, -1.0018], [8.4128, 3.1467, -4.1166], [-6.6134, -0.8166, -1.3862], [-2.6934, -4.7274, 8.0964], [5.6318, 1.3958, -6.5610], [-0.4477, -4.3040, 7.4317], [5.1141, 7.5798, -4.1995], [7.2402, 6.9608, -3.3308], [-6.5160, -3.6131, 5.0806], [3.6953, 3.2370, -1.9520], [1.0220, 1.4428, -2.3805], [-7.6014, -4.1388, 4.3981], [-5.0913, -3.3817, -3.2213], [-3.0826, -3.6628, 7.3003], [-3.2934, -0.1203, -3.3208], [-1.7855, 1.4933, 3.9117], [8.2126, 2.6767, -5.0735], [-2.3600, -2.1374, 5.9648], [-7.7309, -3.9515, 3.3402], [-2.1024, -2.9748, 6.6036], [-7.1856, -4.5458, 7.0499], [-2.3056, -4.9751, -1.1708], [-2.8746, 2.2906, 2.2307], [-1.3486, -5.0593, 8.1663], [4.9848, 0.7968, -3.8839], [-2.3230, -1.7617, 2.0269], [3.9511, 4.1528, -1.4280], [-3.4296, -5.2929, 8.6562], [4.2649, 1.3727, -3.3138], [-6.9816, -4.6807, 8.1075], [2.4157, 2.8567, -1.8469], [0.6148, -4.5234, 7.4562], [-6.2936, -3.8013, 6.3871], [-8.5097, -4.9076, 5.1070], [-2.8526, -1.0433, -2.8520], [4.0151, 5.9325, -5.0481], [6.6657, 1.7008, -6.4332], [2.0645, 1.7280, -2.4797], [-0.3458, -0.8386, -3.3422], [7.3147, 1.0034, -8.3597], [-7.8689, -1.6837, -1.1835], [-6.9171, 0.0032, -2.5386], [-0.7508, 0.3511, 5.4117], [-1.2822, 0.3267, 4.4668], [5.8267, 4.2981, -4.5231], [8.9034, 1.8997, -7.2129], [-1.7378, -0.5685, -1.8521], [-0.9393, 0.6825, -3.2798], [-1.0833, -2.5216, -1.4948], [2.6099, 0.0499, -3.7091], [6.2956, 7.9451, -3.5724], [-0.5772, -0.0798, -2.6889], [-5.7761, -3.0078, 4.5675], [-1.4683, -0.8712, 3.7961], [7.0789, 5.6756, -3.6642], [10.2269, 2.8486, -5.8028], [-3.1563, -4.2940, -0.6886], [-1.6591, 2.4484, 4.4052], [2.9473, 0.9546, -3.2198], [5.9300, 5.3462, -4.2668], [8.1816, 7.1987, -2.8458], [-1.0065, -5.8853, 8.7767], [7.6001, 1.4842, -7.4331]]}

2.
{"formula": "C33H41N6SeSr", "method": "ωB97M-V/def2-TZVPD", "relative_energy_kcal_mol": 1.3, "mol_weight_da": 688.3, "e_lumo_ev": -2.682, "spin_multiplicity": 1, "e_tot_ha": -4042.6176, "charge": 1, "symbols": ["H", "C", "H", "H", "H", "H", "H", "C", "C", "H", "H", "H", "C", "C", "H", "C", "H", "C", "H", "H", "N", "C", "C", "C", "H", "H", "C", "C", "N", "H", "H", "C", "H", "C", "C", "C", "N", "H", "H", "H", "H", "H", "C", "C", "Se", "H", "H", "C", "H", "C", "H", "N", "Sr", "H", "H", "H", "H", "C", "H", "H", "C", "H", "H", "C", "C", "H", "N", "H", "C", "C", "C", "C", "H", "C", "H", "C", "N", "C", "H", "C", "C", "H"], "coordinates": [[1.6735, 4.4255, 0.9839], [1.5694, 0.1507, 4.0430], [-1.1766, -0.8606, -2.8433], [4.7409, -0.2927, 5.1413], [4.5863, -0.7574, -3.8367], [-0.6356, 4.8235, 1.8453], [-0.5943, 3.2113, -3.5465], [1.7774, -0.0228, 2.6835], [2.8509, 1.9558, -4.8793], [2.8472, -2.1644, -4.8912], [-3.1068, -4.1109, 5.9510], [-5.1907, -2.9028, 6.0332], [-3.5187, -5.3624, 3.4713], [1.5287, -2.0961, -1.7271], [-2.9087, 0.0681, -4.2521], [-1.6281, 3.2786, -3.8868], [-0.4918, -0.3251, -4.3680], [1.4508, 2.5053, 0.1066], [-6.4884, -4.5636, 5.0455], [-2.7968, -6.1757, 3.5602], [2.4137, -1.0462, 0.2063], [1.3177, 4.0241, 0.0307], [-3.3381, -3.4397, 5.1232], [3.5533, 2.6106, -3.8594], [0.9627, 0.1359, 1.9841], [-1.4128, 1.8129, -5.4675], [1.1817, 1.3419, -3.3288], [-4.7417, -5.6044, 4.3450], [3.3432, -0.5119, 0.8256], [-5.9713, -4.0974, 3.4449], [-5.3074, -6.4273, 3.9080], [2.6330, 0.0404, 4.9296], [0.5803, 0.3970, 4.4075], [2.5605, -1.3026, -1.1966], [-0.1022, 4.5192, -0.2319], [0.0317, 1.1038, -1.4318], [-2.8808, -4.0885, 3.8787], [-2.2593, 3.4553, -3.0124], [-3.0594, 2.2419, -5.0865], [-2.7534, -2.5333, 5.2661], [-0.5100, 4.0180, -1.1160], [2.4735, 2.2173, 0.3606], [2.7643, -1.9135, -3.8395], [-2.0893, 2.0282, -4.6336], [-1.2855, 0.5648, -0.2207], [-1.6969, 4.1588, -4.5265], [-1.1877, 3.2754, 1.1915], [3.7540, -1.1211, -3.2482], [-2.0183, 4.7603, 0.7555], [-2.0288, -3.4987, 3.0948], [0.9604, -2.9996, -3.6076], [1.1186, 1.8570, -1.1603], [0.1417, -2.1739, 0.3887], [5.1178, -0.5768, 2.6998], [-3.8161, -5.2738, 2.4246], [4.4071, -0.1984, -1.4215], [-0.0525, 5.5796, -0.4871], [-0.9676, 0.0197, -3.4502], [4.4911, 3.0967, -4.0919], [0.7845, 2.0885, 0.8584], [1.8648, 2.0122, -2.3231], [-4.9839, -2.2652, 4.4160], [3.6204, 3.1575, -1.7793], [-2.2478, 0.7844, -3.7567], [1.6920, -2.3787, -3.0977], [1.1211, 0.7994, -5.4234], [-1.2673, -2.9707, 2.3936], [1.9934, 4.4067, -0.7365], [3.0578, -0.3104, 2.2134], [1.6543, 1.3097, -4.6336], [-5.6069, -4.3502, 4.4429], [-1.0373, 4.3299, 0.9574], [3.2561, 1.9540, -5.8820], [3.9100, -0.2219, 4.4524], [2.4704, 0.1806, 5.9899], [3.0737, 2.6534, -2.5639], [0.0431, 0.8029, -2.7428], [-4.8306, -3.1507, 5.0340], [-4.4330, -5.9372, 5.3381], [4.1285, -0.3821, 3.0927], [3.6575, -0.8046, -1.9129], [-2.7362, 1.0561, -2.8177]]}

3.
{"formula": "C33H41N7O11", "method": "ωB97M-V/def2-TZVPD", "relative_energy_kcal_mol": 434.0, "mol_weight_da": 711.7, "e_lumo_ev": -1.561, "spin_multiplicity": 1, "smiles": "O=[N+]([O-])c1ccccc1.O=[N+]([O-])c1ccccc1.O=[N+]([O-])c1ccccc1.O=[N+]([O-])c1ccccc1.CN(C)C=O.CN(C)C=O.CN(C)C=O", "e_tot_ha": -2491.8994, "charge": 0, "symbols": ["C", "C", "H", "N", "O", "C", "H", "O", "O", "C", "N", "H", "H", "C", "C", "N", "N", "H", "C", "C", "H", "H", "H", "C", "H", "O", "H", "H", "H", "O", "H", "C", "H", "C", "H", "C", "C", "C", "C", "H", "H", "C", "C", "C", "C", "C", "H", "C", "H", "H", "O", "O", "C", "C", "H", "H", "C", "N", "C", "C", "C", "C", "O", "H", "H", "H", "H", "H", "H", "H", "C", "H", "H", "H", "H", "H", "O", "C", "N", "H", "C", "O", "C", "H", "H", "C", "N", "H", "H", "O", "H", "H"], "coordinates": [[24.9280, 12.0760, 8.1630], [24.7960, 11.0660, 5.7480], [26.0240, 8.9380, 8.2430], [16.7650, 7.2640, 6.5990], [20.5540, 9.0400, 13.1020], [22.8780, 7.0100, -0.7960], [25.1570, 8.9750, 5.7060], [15.5120, 7.7230, 8.5010], [15.1040, 12.0370, 7.1500], [20.5050, 7.6120, 3.6780], [20.4510, 4.4000, 6.1300], [25.9350, 10.8740, 9.5620], [24.3910, 9.6960, 0.6090], [24.5290, 12.2720, 6.6850], [25.4390, 7.1690, -1.3260], [20.5570, 8.9250, 3.4330], [24.3780, 11.1430, 4.4000], [24.1990, 5.4150, -1.7640], [21.2050, 9.3290, 10.8750], [22.0450, 10.2430, 9.7950], [20.8490, -0.3630, 7.7710], [19.7290, 7.7630, 11.3100], [20.4140, 7.4440, 4.7650], [20.8420, 1.8730, 6.8880], [15.7890, 5.4790, 7.7930], [22.4110, 10.2490, 12.7090], [21.4050, 1.5910, 5.9340], [26.4240, 7.0320, -1.9290], [21.4170, 10.7910, 3.3960], [21.9810, 9.5590, 4.9740], [16.8230, 10.1250, 3.5670], [25.8030, 9.7460, 7.7630], [17.4800, 7.2900, 4.6040], [25.5320, 8.4220, -0.6040], [14.1330, 11.5410, 5.4160], [24.3190, 8.9200, 0.1090], [16.3240, 8.0660, 7.5340], [15.8960, 10.6390, 4.0510], [20.8150, 8.8470, 8.0390], [24.5550, 12.9790, 8.7420], [19.3770, 7.2420, 8.4580], [19.2550, 2.3230, 9.4850], [17.6780, 7.6430, 5.5550], [25.3350, 9.8070, 6.2540], [21.3920, 9.8540, 3.9730], [23.0540, 8.1450, 0.3400], [18.7370, 7.4580, 5.9600], [20.2280, 3.3330, 7.0480], [22.7700, 10.9650, 10.0140], [22.2670, 10.5820, 7.5830], [24.5960, 10.1910, 3.6400], [20.8340, 4.0620, 5.0810], [24.2060, 6.4240, -1.4120], [19.6650, 1.0640, 9.1510], [19.9640, 8.6520, 1.3870], [17.4660, 11.0230, 6.5320], [21.7200, 9.8870, 8.2920], [16.1410, 11.4120, 5.1740], [19.9420, 7.9920, 8.9470], [16.3760, 5.7650, 6.7140], [17.4790, 11.7150, 5.6500], [19.5400, 3.4840, 8.4410], [20.0800, 5.5600, 6.5810], [15.5700, 5.4190, 5.9200], [26.3730, 8.9220, -0.8330], [18.9080, 2.5750, 10.3550], [22.3270, 8.6120, 1.0890], [20.6850, 8.5210, 6.9720], [17.2780, 5.0790, 6.6100], [19.7040, 7.1330, 2.9480], [19.7680, 9.4540, 2.2760], [19.0560, 4.5130, 8.8050], [20.1680, 10.3170, 1.8000], [17.5040, 12.7140, 5.8450], [15.2070, 9.9280, 4.3920], [24.3020, 13.2130, 6.2900], [21.4470, 5.5700, -1.8980], [15.0350, 11.7760, 5.8900], [21.4710, 6.5860, -1.1410], [17.6810, 8.6550, 5.4230], [20.2170, 8.2540, 10.4580], [20.4760, 7.1930, -0.6420], [20.5120, 0.7310, 7.8510], [18.6480, 9.6200, 2.2810], [19.2740, 0.3510, 9.8420], [25.6180, 10.9290, 8.6050], [21.3290, 9.6460, 12.3250], [15.6030, 11.1760, 3.2480], [16.4570, 9.1330, 7.1150], [23.7220, 12.2380, 4.0200], [18.3850, 11.4560, 5.0920], [21.4110, 7.1130, 3.3390]]}

4.
{"formula": "C33H42AlCl2Ge2OSSe", "method": "ωB97M-V/def2-TZVPD", "relative_energy_kcal_mol": 17.9, "mol_weight_da": 808.8, "e_lumo_ev": [-5.473, -8.931], "spin_multiplicity": 2, "s_squared": 0.75, "e_tot_ha": -9473.6727, "charge": 2, "symbols": ["H", "H", "C", "C", "H", "C", "C", "C", "H", "C", "H", "C", "H", "H", "C", "Cl", "H", "C", "H", "C", "H", "H", "C", "H", "C", "C", "H", "H", "H", "H", "H", "C", "Cl", "H", "H", "C", "H", "C", "C", "C", "H", "H", "C", "H", "C", "C", "H", "H", "C", "H", "C", "C", "H", "H", "C", "Ge", "C", "C", "H", "C", "Ge", "O", "H", "C", "C", "H", "H", "Se", "S", "H", "C", "H", "H", "H", "H", "H", "H", "C", "H", "H", "H", "Al", "C"], "coordinates": [[-0.6007, -4.7402, 0.8923], [3.2921, -2.3845, 3.5115], [-0.0884, 1.6653, 4.5010], [-1.6607, 2.7293, 3.0270], [-2.5088, 4.8015, -3.5825], [-0.7284, -3.7475, 0.4722], [-0.0440, 2.8122, 5.2753], [0.2576, -3.3518, 4.6511], [-0.9204, -2.5223, -2.6163], [-0.6610, 4.4614, -0.7721], [3.2735, -1.9344, -3.6811], [1.0360, -2.0975, -1.8214], [3.4341, -1.5221, -5.3778], [-0.1646, 5.0381, -0.0066], [0.5940, 0.2512, -4.7431], [-2.7235, 2.0055, -3.9301], [0.0478, -3.9700, -2.2694], [3.2934, 1.8456, -5.5007], [-1.2348, -3.8423, -0.4821], [-0.6088, 3.0792, -0.7469], [3.2435, 1.4345, -6.5065], [-3.6892, 0.5318, 3.6102], [0.0802, -2.9470, -2.6316], [3.5429, 2.1437, -2.5030], [-4.5929, -1.6138, 0.5303], [-0.7935, 3.9214, 4.9167], [-2.1953, 4.7402, 3.5182], [1.8729, -0.6692, 2.3843], [0.0077, -0.3302, -4.0427], [-4.8518, -2.1899, -0.3463], [-0.7406, 4.8213, 5.5099], [0.0436, -1.4527, 3.2022], [0.3041, 2.3106, 0.4951], [-1.3961, 6.1586, -1.8389], [-6.6017, -1.5392, 1.2679], [-1.3538, 5.0820, -1.7987], [0.1005, 1.2089, -4.8759], [-2.9408, -0.4832, 1.8686], [-1.9360, 2.9371, -2.7233], [-3.2812, -1.2321, 0.7488], [2.2466, -4.0683, 4.9695], [2.7540, 2.7884, -5.5030], [-0.5395, -2.4163, 4.0108], [0.5772, -0.2619, -5.7008], [-1.6063, 3.8782, 3.7924], [-1.2423, 2.2833, -1.6968], [1.3383, -3.7972, -0.1472], [4.3367, 2.0371, -5.2668], [1.6315, -3.3335, 4.4734], [4.0746, -1.0652, -1.7169], [4.1867, -0.5049, -0.7953], [-5.5749, -1.2524, 1.4404], [-2.3019, 2.6918, 2.1537], [2.0285, -2.5564, -1.7961], [2.2209, -2.3811, 3.6532], [2.4987, 0.5348, -4.2614], [-1.9797, 4.3231, -2.7735], [2.6431, 1.5280, -2.4311], [1.1042, -1.0981, -2.2719], [0.6388, -3.1084, 0.3304], [-1.0455, -0.0481, 2.3019], [0.6262, -1.8762, -0.4461], [0.5768, 2.8414, 6.1583], [-5.2414, -0.4940, 2.5508], [1.4253, -1.4363, 3.0284], [-2.5133, -1.5053, 0.0309], [-0.1992, -4.0914, 5.2908], [2.7577, 0.8063, -0.6118], [-1.2245, 0.5236, -1.6704], [-1.3598, -3.1759, 1.1457], [-0.9070, 1.6101, 3.3760], [1.7926, 2.2162, -2.3964], [-1.6131, -2.4308, 4.1461], [0.4303, -2.9694, -3.6605], [4.1706, -1.1632, 0.0714], [-6.0015, -0.2142, 3.2626], [0.4966, 0.8003, 4.7855], [3.5674, -1.1453, -4.3659], [1.0321, -2.8565, 1.3155], [5.1298, 0.0398, -0.8121], [4.6248, -0.9291, -4.2381], [0.2666, -0.0459, -0.0684], [-3.9337, -0.0867, 2.7570]]}

5.
{"formula": "C33H42N6O3", "method": "ωB97M-V/def2-TZVPD", "mol_weight_da": 570.7, "e_lumo_ev": 0.491, "spin_multiplicity": 1, "smiles": "c1ccncc1.c1ccncc1.c1ccncc1.c1ccncc1.c1ccncc1.c1ccncc1.CO.CO.CO", "e_tot_ha": -1836.8083, "charge": 0, "symbols": ["H", "H", "H", "C", "C", "C", "C", "C", "C", "H", "H", "C", "H", "C", "H", "H", "H", "N", "H", "H", "H", "N", "N", "C", "H", "C", "H", "C", "H", "N", "C", "H", "H", "C", "H", "H", "H", "C", "H", "C", "O", "C", "H", "C", "H", "H", "C", "C", "H", "H", "O", "C", "C", "C", "C", "H", "H", "H", "H", "H", "C", "N", "C", "H", "C", "C", "C", "H", "H", "H", "N", "H", "C", "C", "H", "O", "H", "C", "H", "C", "C", "H", "H", "H"], "coordinates": [[2.4252, 5.4197, 0.4214], [3.1876, 6.8861, -1.0861], [-5.5264, -0.4749, 4.5869], [-4.0935, 1.0288, 4.2822], [0.8800, -2.4563, 2.6096], [2.0480, -2.2580, 1.9557], [3.0177, -3.9568, 3.3126], [-2.6530, -3.5047, 0.8710], [1.4614, 3.2124, 3.7373], [-1.9645, 2.2713, -0.8023], [1.3905, 4.1057, 3.1151], [-3.6857, -3.1801, 0.0229], [1.1238, -0.6449, -5.1872], [-2.4688, -3.7093, -1.8419], [-4.8529, 1.7961, 4.3397], [-3.8125, -2.3230, 4.1917], [-2.3412, -3.7614, -2.9168], [-3.5982, -3.2822, -1.3096], [0.0274, -1.7963, 2.4977], [-1.0046, 2.5625, -2.9937], [1.5596, -4.8917, 4.6309], [0.2861, 1.0762, 0.7430], [2.3886, -3.7532, -3.9103], [-1.9000, 3.2733, -1.2052], [-2.6522, -3.4491, 1.9509], [-1.4738, -4.0116, 0.2966], [2.2376, -5.3501, -2.6672], [2.5166, -3.5394, -1.4876], [3.0879, -0.5826, -3.0782], [0.6725, -3.4584, 3.4745], [-3.5228, -1.2803, 4.1895], [-2.1851, 6.5625, -0.5216], [0.8721, -0.0555, -6.8143], [0.6031, 0.1119, -5.7718], [3.8528, -4.5658, 3.6328], [2.4292, -3.9674, -0.5004], [1.3799, 1.7767, 2.4689], [-1.9453, 5.6687, -1.0860], [1.7647, 2.2507, 0.1362], [2.7228, -2.4763, -3.9864], [2.3975, 6.4141, -1.3456], [1.0693, 1.5034, -0.2413], [-1.4829, -1.7029, 3.8508], [2.1797, 5.2163, -0.6278], [2.8831, -1.4922, -0.8052], [-0.6938, -4.3343, 0.9755], [2.8360, -1.6185, -2.8990], [-2.7566, 1.2971, 3.9889], [2.8347, -1.9900, -4.9517], [0.4874, 2.9244, 4.1521], [2.0651, 2.1396, 3.0468], [2.3770, -4.2769, -2.6682], [-4.4790, -0.2885, 4.3836], [-1.2387, 4.7281, -3.0065], [-1.3495, 3.4490, -2.4811], [1.8218, 1.6881, -5.8712], [1.9991, 3.4583, 4.6568], [-1.1685, -0.2392, 1.3210], [-4.6483, -2.9129, 0.4434], [2.3119, -1.4885, 1.2389], [-0.6801, -0.4803, -0.7757], [-1.8258, 0.3785, 3.7961], [-2.1350, 4.4253, -0.4891], [-2.4727, 2.3404, 3.8968], [-2.2162, -0.9106, 3.9163], [-0.0283, 0.1172, -1.8454], [0.8794, 1.1507, -1.5809], [4.1341, -2.7699, 1.8603], [1.1211, 4.9823, -0.7340], [-2.6141, 4.4272, 0.4836], [-1.5857, 5.8450, -2.3566], [-0.4699, 0.1337, -5.6215], [1.7320, -4.1789, 3.8363], [3.1779, -3.0284, 2.2902], [-1.3908, -1.2661, -0.9977], [1.1419, 1.3554, -5.2825], [-0.7227, 4.8069, -3.9577], [2.7707, -2.1770, -1.6392], [2.7625, 4.3359, -0.9207], [-1.3771, -4.1258, -1.0647], [-0.5425, 0.0683, 0.4885], [1.4853, 1.6002, -2.3548], [-0.2808, -0.1168, -2.8712], [-0.5631, -4.6613, -1.5371]]}